DFT (the ωB97M-V functional and the def2-TZVPD basis) results for a molecular structure, C32H51N6O3S4SbSeSiTa at a distorted geometry.

Results
Multiplicity: 2
Net charge: +2
LUMO energy (alpha / beta) (eV): -5.83 / -5.84
ΔE to the lowest compared entry with this formula, charge and spin (kcal per mole): 1.1
Strongest force on any atom (eV/Å): 1.1
<S²>: 0.755
Molar mass (g mol⁻¹): 1105.82

Positions of all 100 atoms, in Å:
Ta 0.396 -0.018 -0.700
O 6.869 2.683 0.795
C 6.336 1.707 1.656
C 5.029 1.229 1.094
C 4.329 0.190 1.693
C 3.116 -0.196 1.170
N 2.564 0.381 0.092
C 3.272 1.346 -0.531
C 4.484 1.802 -0.045
C 2.682 1.895 -1.770
C 3.323 2.814 -2.581
C 2.675 3.327 -3.699
C 3.383 4.349 -4.559
O 3.897 5.405 -3.776
C 1.384 2.891 -3.965
C 0.813 1.948 -3.135
N 1.452 1.451 -2.073
H 7.728 2.969 1.121
H 6.151 2.108 2.659
H 7.005 0.846 1.763
H 4.718 -0.322 2.564
H 2.571 -1.019 1.599
H 5.022 2.599 -0.533
H 4.319 3.160 -2.347
H 2.723 4.698 -5.357
H 4.245 3.874 -5.030
H 3.197 6.036 -3.580
H 0.826 3.271 -4.810
H -0.195 1.586 -3.300
C 0.295 -1.433 3.394
C 0.189 -1.883 1.975
O 0.380 -1.042 1.044
N -0.055 -3.144 1.732
C 0.116 -3.789 0.439
C 1.575 -4.113 0.198
C 1.940 -5.216 -0.557
C 3.286 -5.424 -0.813
C 4.209 -4.528 -0.298
C 3.744 -3.466 0.460
N 2.454 -3.253 0.710
H 0.186 -0.354 3.455
H 1.274 -1.734 3.776
H -0.473 -1.903 4.006
H -0.164 -3.740 2.539
H -0.248 -3.112 -0.333
H -0.505 -4.682 0.408
H 1.188 -5.895 -0.937
H 3.608 -6.276 -1.396
H 5.270 -4.655 -0.466
H 4.440 -2.754 0.890
S -2.435 0.246 2.494
Sb -2.589 1.244 0.373
S -0.319 2.125 0.035
S -1.858 -0.638 -1.030
C -5.749 -0.808 4.261
C -6.113 0.649 4.527
C -5.454 1.209 5.802
C -4.710 2.522 5.603
N -3.582 2.343 4.682
C -2.378 2.889 4.706
S -1.114 2.273 3.678
N -2.040 3.921 5.477
C -2.877 4.912 6.165
C -2.795 4.812 7.682
C -3.511 5.967 8.378
C -5.011 6.001 8.107
H -6.241 -1.183 3.364
H -6.055 -1.438 5.098
H -4.672 -0.928 4.127
H -7.197 0.731 4.614
H -5.846 1.263 3.660
H -4.765 0.472 6.225
H -6.208 1.397 6.568
H -4.329 2.872 6.558
H -5.392 3.278 5.205
H -3.692 1.632 3.965
H -1.059 4.150 5.425
H -3.895 4.822 5.798
H -2.523 5.895 5.847
H -1.741 4.794 7.971
H -3.221 3.861 8.017
H -3.055 6.913 8.073
H -3.339 5.879 9.452
H -5.236 6.197 7.057
H -5.495 6.785 8.688
H -5.479 5.052 8.381
C 1.574 -3.229 -5.174
Si 1.618 -1.453 -4.634
C 3.312 -0.698 -4.781
C 0.290 -0.452 -5.463
Se 1.164 -1.680 -2.348
H 1.749 -3.289 -6.251
H 0.605 -3.684 -4.965
H 2.346 -3.815 -4.673
H 3.570 -0.565 -5.835
H 4.066 -1.342 -4.326
H 3.360 0.277 -4.298
H 0.394 -0.587 -6.544
H 0.370 0.617 -5.263
H -0.709 -0.786 -5.181